1.
C8H15Br3FO5STl as an isolated structure, computed with the ωB97M-V functional and the def2-TZVPD basis.

Atoms and positions in Å:
Tl 13.60634 -0.43197 14.88302
F 10.75146 -0.92283 14.75698
O 12.69064 -2.09501 12.69915
C 11.87688 -1.90525 11.83484
O 12.10909 -1.08935 10.79133
C 10.93825 -0.99950 10.00228
C 9.79316 -1.52386 10.82306
C 10.47164 -2.46724 11.81890
H 11.13257 -1.38648 9.00098
H 10.74224 0.07524 9.88268
H 8.90817 -1.87416 10.29547
H 9.36334 -0.72901 11.44491
H 10.30168 -3.47546 11.44187
H 10.14969 -2.32602 12.85116
O 10.61415 -2.76080 18.43354
S 9.23169 -2.34756 18.30258
O 8.16437 -3.15096 18.88489
O 9.14855 -0.82062 18.77265
C 8.35411 -0.47998 19.94245
C 8.90552 -0.98840 21.25458
C 8.60562 -2.05853 16.55925
H 7.28045 -0.56837 19.76449
H 8.43915 0.61351 19.93833
H 8.36044 -0.55350 22.10002
H 9.96898 -0.79617 21.34505
H 8.52331 -2.00013 21.44389
H 7.87774 -2.83253 16.34533
H 9.53263 -2.10789 15.97139
H 8.33420 -1.00808 16.49482
C 9.10354 1.60927 14.09882
Br 9.11743 1.91617 12.14924
Br 7.46689 0.71021 14.58973
Br 9.37376 3.21468 15.14511
H 9.95384 0.96025 14.30701

As for the LUMO energy: -13.559 eV. As for the largest force on an atom: 2.07 eV/A. Its total charge is +2. The HOMO energy comes out at -16.1 eV.



2.
C38H61InN5O2 as an isolated structure, computed with the ωB97M-V functional and the def2-TZVPD basis.

Atoms and positions in Å:
C -0.09411 -2.18056 5.21151
C -0.20473 -0.60450 5.02031
C -1.31662 0.05981 5.91949
In -3.37378 -0.00180 4.96178
C -3.30760 -0.70444 2.79688
C -3.34882 -2.28615 2.84460
C -2.81799 -2.97614 1.53618
C -3.37169 -2.32906 0.20928
C -2.20542 -1.65126 -0.63468
C -2.26784 -2.01000 -2.17776
C -1.04066 -2.87772 -2.66960
C 0.07480 -1.91991 -3.27334
C 1.46999 -2.16959 -2.56961
C 2.62404 -1.76687 -3.60526
C 3.07212 -0.30481 -3.22280
C 3.69203 0.51566 -4.41359
N 4.54009 1.58044 -3.79997
C 4.22373 2.24711 -2.64390
C 5.28477 3.17453 -2.32181
C 6.24118 2.95897 -3.41947
C 5.76288 1.96093 -4.33559
C -4.57747 1.87692 5.26185
C -4.10231 3.11525 4.43264
O -4.70836 3.05756 3.10258
C -3.86338 3.76648 2.25466
O -4.02522 4.93622 2.07538
H 0.94741 -2.50418 5.46879
H -0.82866 -2.56071 5.95776
H -0.30993 -2.64536 4.21120
H -0.42529 -0.40348 3.93604
H 0.81556 -0.16355 5.19954
H -1.38395 -0.50310 6.89422
H -0.97962 1.09535 6.18602
H -4.26681 -1.31900 5.84617
H -4.11214 -0.25323 2.16803
H -2.29465 -0.38944 2.40604
H -4.37466 -2.59649 3.15387
H -2.65780 -2.59018 3.67982
H -1.69977 -3.09091 1.54196
H -3.20630 -4.03758 1.55403
H -4.23346 -1.64602 0.38691
H -3.74269 -3.17054 -0.44079
H -2.17405 -0.53984 -0.48891
H -1.22478 -2.03947 -0.25575
H -3.21588 -2.55305 -2.42645
H -2.31408 -1.02980 -2.72714
H -1.33343 -3.57651 -3.49781
H -0.58442 -3.48087 -1.84958
H 0.20582 -2.10567 -4.37070
H -0.20641 -0.83846 -3.16907
H 1.53531 -1.43045 -1.72337
H 1.60220 -3.19657 -2.16026
H 2.31641 -1.90071 -4.66605
H 3.48636 -2.44524 -3.35064
H 3.76351 -0.38922 -2.34676
H 2.15840 0.26344 -2.89621
H 2.90974 1.04838 -5.01933
H 4.28464 -0.11551 -5.12437
H 3.34131 2.13636 -1.99042
H 5.33053 3.83148 -1.43885
H 7.20435 3.51153 -3.47740
H 6.23077 1.53708 -5.24130
H -5.67073 1.70907 5.10895
H -4.45857 2.16282 6.34778
H -4.54006 4.03187 4.92916
H -2.99407 3.27614 4.42654
H -3.03659 3.15742 1.78896
N -6.24459 2.16297 -0.17991
C -5.21950 1.31207 -0.48703
C -5.46319 0.78717 -1.73042
C -6.68133 1.34910 -2.19380
C -7.13756 2.19588 -1.21584
H -6.32797 2.68477 0.67688
H -4.40765 1.15202 0.20547
H -4.83593 0.07914 -2.24983
H -7.16774 1.15483 -3.13702
H -8.01814 2.81584 -1.16726
N 2.04323 2.07426 -7.46133
C 1.99404 1.42061 -8.66314
C 0.67794 1.31105 -9.03051
C -0.09722 1.92700 -8.01393
C 0.77259 2.39041 -7.06147
H 2.88258 2.28954 -6.95154
H 2.89720 1.09003 -9.15011
H 0.31175 0.84170 -9.92989
H -1.17125 2.02013 -7.98480
H 0.59850 2.91513 -6.13584
N 5.31854 -4.00064 -1.32708
C 6.40414 -3.50837 -2.00003
C 7.08724 -4.57011 -2.53405
C 6.38369 -5.74874 -2.17441
C 5.29642 -5.36493 -1.43310
H 4.64163 -3.44569 -0.83235
H 6.59634 -2.44805 -2.03896
H 7.99116 -4.50784 -3.11917
H 6.64500 -6.76325 -2.43099
H 4.51167 -5.94252 -0.97209
N 2.33388 3.93757 8.87589
C 1.91682 4.28402 7.61807
C 1.25497 3.20966 7.08192
C 1.26733 2.17641 8.05402
C 1.93685 2.65483 9.15017
H 2.84959 4.53137 9.50022
H 2.12793 5.26146 7.21513
H 0.80930 3.16913 6.10049
H 0.83273 1.19328 7.95885
H 2.16587 2.19590 10.09842

As for the LUMO energy: 1.856 eV. As for the largest force on an atom: 3.79 eV/A. Its total charge is -1. The HOMO energy comes out at -4.6 eV.



3.
C26H26F4N8OTb as an isolated structure, computed with the ωB97M-V functional and the def2-TZVPD basis.

Atoms and positions in Å:
Tb -0.92526 0.99318 0.21109
N -1.96595 0.27335 2.42873
C -1.43440 1.18280 3.55829
C -1.79181 2.56269 3.08923
N -1.11920 2.97773 1.86032
C 0.19467 3.58095 2.19168
C 1.07495 3.77752 0.90253
N 1.03764 2.58513 -0.03523
C -1.86939 4.05375 1.20132
C -3.07576 3.49845 0.42708
N -2.63155 2.48552 -0.56716
H -2.95107 0.30429 2.45849
H -1.79003 -0.73590 2.63474
H -0.34006 1.09364 3.62974
H -1.89642 0.82109 4.47856
H -1.55782 3.30198 3.80642
H -2.88324 2.57671 2.87946
H 0.76500 2.87015 2.82605
H 0.11468 4.59316 2.61005
H 2.11394 3.91591 1.12789
H 0.73413 4.69345 0.41158
H 1.77981 1.91605 0.22895
H 1.17697 2.92765 -0.99605
H -1.27507 4.55342 0.44896
H -2.33224 4.71849 1.92822
H -3.64047 4.28073 -0.11015
H -3.81242 2.98300 1.07936
H -2.34193 3.01288 -1.39044
H -3.38206 1.91511 -0.92217
F 5.87317 -0.61829 1.24446
C 5.45447 -1.88146 0.95303
C 6.31965 -2.89724 0.73712
F 7.62717 -2.71370 0.72117
C 5.78702 -4.24444 0.40851
C 4.33747 -4.35744 0.43490
C 3.52962 -3.29353 0.58770
F 2.25286 -3.43953 0.56266
C 4.04207 -1.99272 0.91912
C 3.17262 -0.98601 1.18075
C 1.78329 -1.03574 0.80386
N 0.66583 -0.83717 0.64898
C 3.43325 0.32865 1.62713
N 3.30706 1.40880 2.01013
F 3.82600 -5.55913 0.28758
C 6.57296 -5.32186 0.20177
C 7.98740 -5.37261 0.36962
N 9.11107 -5.49869 0.62060
C 6.08723 -6.60351 -0.21229
N 5.80823 -7.65325 -0.58164
C -1.08571 -1.18314 -3.29432
C -2.22789 -0.69201 -2.52633
O -1.92455 -0.29120 -1.35640
C -3.59197 -0.78892 -2.92166
C -4.63099 -0.72916 -2.01447
C -5.92978 -0.75012 -2.48734
C -6.10497 -0.78008 -3.86772
C -5.04838 -0.88556 -4.79858
C -3.75866 -1.01390 -4.28757
H -0.41717 -1.67146 -2.56958
H -0.52487 -0.35702 -3.79632
H -1.37554 -1.79857 -4.14337
H -4.41788 -0.62630 -0.96721
H -6.75388 -0.65650 -1.79576
H -7.05117 -0.73112 -4.37308
H -5.24961 -0.97406 -5.83760
H -2.86105 -1.21489 -4.88537

As for the LUMO energy (spin up / spin down): -10.557 / -10.030 eV. As for the largest force on an atom: 2.57 eV/A. Its total charge is +3. The HOMO energy (spin up / spin down) comes out at -16.4 / -16.4 eV. As for the spin multiplicity: 7.



Asked for E_tot across the records above, the calculation gives -9081.68469 -2098.74915 -2742.52063 hartree in order.